94
Properties=species:S:1:pos:R:3:forces:R:3 method="wB97M-V/def2-TZVPD" charge=-1 multiplicity=1
C -1.854 0.251 -0.779 0.00 0.55 0.05
N -2.632 0.922 0.294 1.14 -0.80 0.18
C -1.849 1.002 1.557 -0.77 0.66 0.38
C -0.946 2.275 1.667 -1.03 0.24 0.00
C 0.033 2.651 0.478 1.45 0.32 0.05
O 1.376 2.858 0.990 -1.44 -0.15 0.45
P 1.434 2.009 2.508 0.02 -0.52 2.14
S 3.627 1.731 2.343 1.11 -0.90 0.15
O -0.259 2.304 2.904 0.10 -0.13 -2.29
H -0.924 -0.174 -0.344 -0.70 0.13 -0.37
H -2.473 -0.558 -1.225 0.54 0.47 0.02
H -1.516 0.991 -1.545 -0.35 -0.71 0.22
H -2.921 1.852 0.011 0.13 -0.09 0.05
H -2.618 1.103 2.366 0.75 -0.03 -0.32
H -1.317 0.053 1.775 -0.16 0.61 -0.45
H -1.693 3.112 1.635 0.36 -0.42 0.28
H 0.190 1.928 -0.349 -0.89 0.24 0.43
H -0.279 3.646 0.094 0.04 -0.71 -0.14
H 1.774 3.241 3.169 -0.07 -0.23 -0.11
H 1.467 1.197 3.713 0.29 0.48 0.03
H 1.172 0.763 1.803 -0.21 0.38 -0.23
H 3.809 0.510 2.961 -0.30 0.83 -0.45
C -1.356 -5.670 -1.558 0.55 0.38 -0.29
C -2.235 -6.801 -0.970 0.74 0.38 0.51
C -3.753 -6.590 -0.948 -0.50 -0.23 -0.22
F -4.129 -5.555 -0.189 0.29 0.36 0.18
F -4.360 -7.688 -0.422 0.21 -0.23 -0.07
F -1.782 -7.112 0.262 -0.22 0.05 0.11
F -2.012 -7.900 -1.748 -0.27 0.06 -0.26
O -0.700 -4.770 -0.655 -1.01 -0.20 0.52
C -1.355 -3.618 -0.190 0.55 -0.55 -1.27
C -1.543 -3.626 1.330 0.14 0.13 0.64
F -2.277 -4.682 1.733 -0.11 -0.26 -0.28
F -2.193 -2.513 1.722 0.02 0.10 -0.29
F -2.501 -3.432 -0.861 -0.45 -0.07 0.25
F -0.563 -2.585 -0.517 0.17 0.02 0.35
H -0.524 -6.184 -2.043 -0.05 -0.09 0.18
H -1.859 -5.133 -2.363 -0.28 0.03 0.20
H -4.145 -6.442 -1.958 0.14 -0.04 -0.07
H -0.577 -3.668 1.837 0.10 0.04 -0.19
C -5.994 -12.886 -0.239 0.09 0.22 -0.65
C -5.768 -13.649 1.090 0.47 0.84 -0.14
C -7.000 -14.014 1.926 -0.23 -0.58 0.30
F -7.680 -12.943 2.357 0.03 0.49 -0.20
F -6.616 -14.693 3.035 0.25 -0.09 -0.16
F -4.873 -12.969 1.837 -0.16 0.04 0.18
F -5.168 -14.827 0.755 -0.32 -0.20 -0.08
O -5.791 -11.465 -0.259 -0.55 -0.07 1.00
C -6.829 -10.587 0.081 0.48 -1.07 -0.95
C -6.493 -9.745 1.315 0.37 0.51 0.40
F -6.265 -10.516 2.395 -0.05 -0.40 -0.07
F -7.527 -8.929 1.621 -0.19 -0.06 -0.29
F -7.988 -11.253 0.199 -0.22 -0.01 0.41
F -6.982 -9.761 -0.971 0.09 0.33 0.12
H -5.219 -13.256 -0.911 0.08 0.04 0.19
H -6.934 -13.163 -0.718 -0.17 0.05 0.30
H -7.681 -14.654 1.359 0.08 0.00 -0.14
H -5.606 -9.135 1.139 -0.02 -0.05 -0.23
C 4.064 3.944 -1.041 -0.62 0.05 0.19
C 5.228 2.931 -1.177 -0.67 0.29 -0.55
C 6.604 3.354 -0.654 0.38 -0.31 0.45
F 7.114 4.418 -1.305 -0.23 0.32 -0.31
F 7.494 2.342 -0.828 -0.19 -0.14 -0.04
F 5.311 2.522 -2.470 0.29 0.15 -0.17
F 4.858 1.854 -0.459 0.30 -0.03 0.08
O 3.691 4.724 -2.200 1.20 0.40 -0.42
C 4.323 5.933 -2.490 -0.94 -1.37 1.30
C 5.054 5.893 -3.834 0.02 -0.04 -0.53
F 6.006 4.947 -3.857 0.05 -0.14 0.28
F 5.665 7.081 -4.071 -0.13 0.21 0.16
F 5.110 6.315 -1.480 0.53 0.01 -0.26
F 3.337 6.862 -2.564 -0.01 0.31 -0.43
H 3.178 3.334 -0.855 0.11 -0.02 -0.01
H 4.162 4.568 -0.153 0.24 0.05 -0.07
H 6.560 3.584 0.413 -0.19 -0.04 0.00
H 4.354 5.689 -4.648 -0.15 0.06 0.12
C 4.012 10.028 -1.059 0.02 -0.01 -0.66
C 4.392 9.497 0.345 0.43 0.64 -0.40
C 3.288 9.440 1.406 -0.23 -0.56 0.47
F 2.790 10.650 1.713 0.05 0.46 -0.31
F 3.788 8.931 2.558 0.23 -0.10 -0.17
F 5.460 10.189 0.802 -0.11 0.15 0.20
F 4.815 8.220 0.159 -0.34 0.00 0.16
O 4.337 11.392 -1.389 -0.39 0.36 1.07
C 3.458 12.435 -1.079 0.25 -1.51 -0.80
C 4.077 13.439 -0.101 0.35 0.39 0.21
F 4.413 12.858 1.062 -0.07 -0.33 0.03
F 3.190 14.420 0.184 -0.19 -0.02 -0.22
F 2.280 11.957 -0.661 -0.15 0.14 0.44
F 3.209 13.074 -2.241 0.14 0.41 0.01
H 4.626 9.453 -1.754 0.09 0.07 0.16
H 2.984 9.785 -1.328 -0.10 0.12 0.28
H 2.467 8.795 1.083 0.06 -0.03 -0.15
H 4.975 13.889 -0.528 -0.06 -0.07 -0.19


71
Properties=species:S:1:pos:R:3:forces:R:3 method="wB97M-V/def2-TZVPD" e_above_lowest_ev=0.072 charge=-2 multiplicity=1
Zr -0.654 -0.743 0.007 -0.39 0.35 0.34
C 1.440 2.509 0.964 0.00 -0.02 -0.04
P 1.718 0.765 0.516 -0.15 -0.16 0.05
C 2.768 0.186 1.887 -0.04 -0.04 -0.06
C 2.857 0.848 -0.916 0.06 0.05 -0.10
C 4.194 0.464 -0.810 -0.02 0.01 0.00
C 5.030 0.494 -1.914 0.01 0.00 0.00
C 4.544 0.910 -3.144 0.00 0.01 0.00
C 3.214 1.275 -3.264 0.00 0.00 0.02
C 2.358 1.240 -2.168 0.04 -0.03 0.00
P 0.559 1.574 -2.335 -0.06 0.03 -0.10
C 0.203 0.881 -3.999 -0.01 0.00 0.04
C 0.604 3.379 -2.735 -0.01 -0.02 0.03
H 2.360 3.088 0.868 0.01 -0.01 0.01
H 1.081 2.544 1.995 -0.01 0.00 0.00
H 0.656 2.924 0.333 0.02 0.03 0.01
H 3.658 0.806 2.010 0.01 0.01 -0.01
H 3.042 -0.855 1.714 0.02 0.00 0.01
H 2.172 0.249 2.798 0.00 0.02 0.00
H 4.580 0.101 0.131 0.00 0.00 0.01
H 6.058 0.166 -1.815 0.00 0.00 0.00
H 5.191 0.921 -4.013 0.00 0.00 0.00
H 2.826 1.559 -4.236 0.00 0.00 0.00
H 0.643 -0.114 -4.054 -0.02 -0.01 -0.02
H 0.578 1.506 -4.813 0.02 0.01 0.01
H -0.877 0.767 -4.102 0.00 0.01 -0.01
H 1.306 3.606 -3.541 0.01 -0.02 0.00
H 0.887 3.946 -1.846 0.00 0.01 -0.02
H -0.396 3.695 -3.039 0.00 0.01 0.01
S 0.099 1.971 5.096 0.10 -0.01 0.06
Sb -1.659 1.148 3.906 -0.03 -0.03 -0.09
S -0.483 -0.781 2.720 -0.02 0.01 -0.06
S -2.067 -1.759 1.809 0.07 -0.02 -0.06
S -1.815 2.968 2.216 -0.07 0.00 -0.09
O 2.972 -2.554 -0.171 -0.12 -0.14 -0.03
C 1.810 -2.324 -0.452 0.27 -0.09 0.14
O 0.801 -2.343 0.363 0.02 0.30 0.10
C 1.394 -1.882 -1.881 0.09 -0.14 -0.25
O 2.089 -2.067 -2.856 -0.09 0.01 0.06
O 0.228 -1.296 -1.875 -0.02 0.34 0.12
C -3.377 4.275 -0.080 0.05 -0.03 0.01
C -3.375 2.746 -0.152 -0.05 -0.02 -0.08
C -3.283 2.314 -1.616 0.00 0.01 0.07
C -4.664 2.195 0.469 0.01 0.01 0.00
C -2.207 2.122 0.635 0.21 -0.02 0.10
N -1.578 1.121 0.256 -0.01 -0.43 -0.16
H -4.203 4.662 -0.683 0.00 0.00 0.00
H -2.445 4.686 -0.477 -0.01 0.00 0.01
H -3.499 4.630 0.943 0.00 0.01 0.00
H -4.102 2.762 -2.187 -0.01 0.00 0.01
H -3.335 1.231 -1.713 0.01 0.01 -0.03
H -2.336 2.643 -2.051 0.00 -0.01 -0.01
H -5.536 2.580 -0.069 0.01 0.01 0.00
H -4.741 2.490 1.518 0.00 -0.01 0.00
H -4.675 1.105 0.409 0.00 0.00 0.01
O -3.570 -4.146 -5.463 -0.01 -0.01 0.06
S -2.500 -3.288 -5.018 0.05 -0.10 -0.01
O -1.729 -2.631 -6.038 0.02 0.03 0.05
N -3.053 -2.193 -3.917 0.05 -0.09 0.02
C -2.552 -2.416 -2.734 0.08 0.15 -0.14
S -2.931 -1.461 -1.370 0.03 0.00 0.08
C -1.634 -3.595 -2.646 0.06 -0.18 -0.04
C -1.015 -4.137 -1.534 0.00 -0.01 0.01
C -0.178 -5.230 -1.714 0.00 0.01 0.03
C 0.016 -5.786 -2.975 -0.01 0.00 -0.02
C -0.639 -5.270 -4.086 0.02 -0.02 -0.04
C -1.455 -4.178 -3.886 -0.15 0.18 -0.01
H -1.166 -3.715 -0.549 -0.01 0.01 0.00
H 0.341 -5.644 -0.859 0.00 0.01 0.00
H 0.686 -6.630 -3.089 0.00 0.00 -0.01
H -0.510 -5.699 -5.071 0.00 0.00 0.01


Here are the calculated frontier orbital gap numbers, same order: 6.182, 6.963 (eV).